# 1
Formula: C2Br8O6Sn5
Source: the OMol25 dataset
Level of theory: wB97M-V/def2-TZVPD

Summary:
total charge: -2
2S+1: 1
E_HOMO: -1.62 eV
frontier orbital gap: 3.71 eV
M: 1352.80 g/mol

Each line ends with the Mulliken charge.
Geometry (Å):
Br: 1.351 -2.303 2.427  -0.56
Sn: -2.913 -1.460 -3.291  0.53
Br: -5.311 -2.078 -2.145  -0.43
Br: -0.855 -0.241 -1.150  -0.54
Sn: -2.379 0.245 5.030  0.51
C: -0.091 3.762 -1.064  0.72
Br: -3.169 -0.778 2.136  0.00
Br: -0.806 -1.726 5.523  -0.35
O: 4.026 1.544 -1.272  -0.30
O: 6.537 1.269 -4.545  -0.71
Sn: -5.438 -0.813 0.885  0.44
O: 0.897 3.167 -0.871  -0.32
C: 4.019 0.447 -1.497  0.72
Br: -0.804 2.291 5.224  -0.42
Br: -2.462 -4.027 -3.482  -0.42
O: 2.768 0.779 2.218  -0.88
O: 3.932 -0.676 -1.708  -0.42
Sn: 6.978 -0.515 -5.096  0.71
Sn: 0.960 0.287 2.915  0.51
Br: -6.135 -3.288 1.276  -0.38
O: -1.104 4.116 -1.515  -0.40

Cartesian forces (eV/Å) of the 6 atoms listed first:
Br -0.13 -0.35 0.09
Sn 0.80 0.08 0.87
Br 0.25 0.47 0.32
Br -1.17 -0.57 -1.01
Sn 0.49 -0.22 0.01
C 0.97 -2.76 -1.56

# 2
Formula: C20H39N4O3S3
Source: the OMol25 dataset
Level of theory: wB97M-V/def2-TZVPD

Summary:
total charge: +1
2S+1: 1
E_HOMO: -10.52 eV
frontier orbital gap: 7.80 eV
M: 479.76 g/mol

Each line ends with the Mulliken charge.
Geometry (Å):
C: 5.010 0.351 0.342  -0.64
H: 2.192 2.044 -4.603  0.34
H: 5.436 0.790 -2.420  0.26
H: 8.599 -1.516 0.994  0.16
H: -2.547 3.539 0.196  0.31
H: 0.682 4.263 -0.849  0.31
O: -3.295 -4.062 -1.552  -0.21
H: -2.197 -2.856 6.037  0.30
S: -3.259 -1.682 3.334  1.22
C: -2.237 2.452 -0.126  -0.52
C: 3.744 -0.150 -0.571  -0.89
C: -2.431 -3.157 3.911  -0.69
C: 3.031 2.615 -4.022  -0.53
H: 4.329 0.787 -4.514  0.28
C: -2.250 -4.744 -2.365  -0.01
C: -4.136 -0.699 -0.143  -0.35
H: 2.818 -0.306 0.139  0.28
S: 7.722 -0.421 1.269  -0.25
H: 1.599 1.463 0.504  0.30
N: -1.718 -3.958 -3.544  -0.28
C: -4.524 0.894 -0.142  -0.65
H: 6.451 -1.121 -0.854  0.28
H: -2.736 -3.989 3.270  0.37
C: 2.145 1.743 -1.803  -0.38
O: -2.285 -0.619 3.178  -0.73
H: 4.627 0.348 1.471  0.35
H: 5.385 2.422 -4.322  0.38
H: -1.350 -3.015 3.847  0.35
H: 0.172 3.511 0.806  0.37
S: -4.706 -1.489 -1.752  -0.10
O: -4.178 -2.052 2.279  -0.70
H: 3.204 -0.021 -2.781  0.32
H: -5.606 0.972 -0.640  0.32
C: -2.887 -3.366 5.354  -0.62
C: 6.183 -0.800 0.263  -0.58
C: -4.280 -2.752 5.488  -0.56
H: -3.002 -0.927 0.041  0.25
H: -5.013 -3.380 4.968  0.29
H: 5.706 -1.781 0.750  0.31
C: 3.446 0.753 -1.906  0.07
H: -1.067 2.953 -2.058  0.21
H: 1.257 1.217 -2.357  0.36
C: -4.195 -1.387 4.821  -0.76
H: -4.588 -2.669 6.535  0.35
H: 3.116 3.648 -2.151  0.47
N: -2.473 -2.772 -3.453  -0.23
H: -4.729 -1.256 0.723  0.34
C: -3.516 1.850 -1.021  -0.54
H: -3.142 1.292 -1.999  0.30
H: 3.259 3.631 -4.595  0.33
H: 1.591 3.549 -2.850  0.40
H: -4.628 1.294 0.953  0.25
C: -0.858 2.447 -1.015  -0.30
H: -0.565 1.301 -1.162  0.18
C: 4.462 1.809 -3.913  -0.42
C: 0.413 3.223 -0.328  -0.65
H: -2.122 1.703 0.778  0.18
H: -5.172 -0.970 4.571  0.39
C: -3.457 -2.782 -2.280  0.33
H: 5.377 1.442 0.131  0.40
H: 2.705 2.996 0.040  0.27
C: 1.802 2.292 -0.297  -0.64
H: -3.631 -0.682 5.438  0.38
H: -1.787 -5.824 -2.212  0.34
H: -2.886 -4.428 5.618  0.32
N: 4.676 1.530 -2.413  -0.54
H: -4.185 2.752 -1.423  0.33
N: 2.470 2.994 -2.646  -0.24
H: 4.030 -1.239 -0.964  0.44

Cartesian forces (eV/Å) of the 6 atoms listed first:
C -0.05 -0.44 1.30
H 1.70 0.98 1.27
H -0.88 1.36 0.37
H -1.56 1.24 0.05
H 0.88 -2.22 -0.34
H -0.80 -2.16 0.97

# 3
Formula: C3H10N2O2
Source: the OMol25 dataset
Level of theory: wB97M-V/def2-TZVPD

Summary:
total charge: 0
2S+1: 1
relative energy (zero: lowest compared OMol25 entry of this formula, charge and spin): 142.96 kJ/mol
E_HOMO: -9.07 eV
frontier orbital gap: 9.44 eV
M: 106.12 g/mol
SMILES string: CC(=O)NCN.O

Each line ends with the Mulliken charge.
Geometry (Å):
C: 1.611 0.434 1.241  -1.09
H: 1.380 -1.636 -2.502  0.22
C: 1.736 -0.011 -0.214  0.71
H: 2.149 -0.240 1.908  0.31
H: -4.673 0.371 3.571  0.32
O: -4.625 1.328 3.718  -0.64
H: 0.380 -1.373 0.150  0.21
H: 1.742 1.511 1.296  0.31
N: 0.790 -0.899 -0.638  -0.25
H: 0.427 0.935 -2.351  0.19
O: 2.398 0.627 -1.017  -0.61
N: 0.256 0.044 -2.778  -0.49
C: 0.503 -1.180 -2.037  -0.35
H: -0.586 0.116 -3.325  0.19
H: 0.600 0.261 1.677  0.29
H: -3.759 1.600 3.423  0.32
H: -0.328 -1.887 -2.123  0.36

Cartesian forces (eV/Å) of the 6 atoms listed first:
C -1.27 -1.19 0.56
H 0.09 -0.27 0.24
C -1.25 1.65 -1.04
H 0.95 0.70 0.02
H 0.10 0.40 0.03
O -0.44 -0.42 0.10

# 4
Formula: C5H14O
Source: the OMol25 dataset
Level of theory: wB97M-V/def2-TZVPD

Summary:
total charge: 0
2S+1: 1
relative energy (zero: lowest compared OMol25 entry of this formula, charge and spin): 201.97 kJ/mol
E_HOMO: -10.31 eV
frontier orbital gap: 11.14 eV
M: 90.17 g/mol
SMILES string: CCC.CCO

Each line ends with the Mulliken charge.
Geometry (Å):
C: 2.217 2.127 -0.367  -0.92
H: 1.150 2.320 -0.601  0.29
C: 2.336 0.721 0.042  -0.15
C: -2.177 -1.230 0.278  -0.28
C: -1.491 -2.202 -0.697  -0.91
H: 3.295 0.456 0.597  0.30
H: -0.546 0.142 0.000  0.05
H: 3.020 2.337 -1.109  0.32
H: -1.952 -1.364 1.380  0.20
C: -1.677 0.267 0.026  -0.85
H: -3.340 -1.402 0.381  0.30
H: 2.520 2.645 0.561  0.22
H: -0.571 -1.879 -1.127  0.29
H: -1.288 -3.169 -0.112  0.24
H: -2.217 -2.522 -1.477  0.28
H: 1.320 0.455 1.808  0.23
H: -1.733 0.903 0.955  0.28
H: -2.158 0.766 -0.739  0.39
O: 1.203 0.619 0.898  -0.49
H: 2.088 0.010 -0.694  0.20

Cartesian forces (eV/Å) of the 6 atoms listed first:
C 1.71 0.98 -0.13
H 1.02 0.23 -0.34
C 0.01 -0.63 2.40
C -1.19 1.51 1.67
C -1.84 -2.47 1.61
H -1.04 0.32 -0.93